(1)
Formula: C14H45ClNO10PSi2
Source: the OMol25 dataset
Level of theory: ωB97M-V/def2-TZVPD

XYZ file:
```
74
Properties=species:S:1:pos:R:3:forces:R:3:lowdin_charge:R:1
C -1.3415 -1.2439 -0.8022 0.71 -0.15 0.27 -0.046
C -0.3206 -0.4940 -0.3387 -0.51 0.51 -0.44 -0.220
Si -0.5076 1.1793 0.4807 1.48 1.05 -1.76 0.456
C -0.0823 2.5342 -0.7617 -0.45 -0.25 0.43 -0.252
C -0.2101 2.0637 -2.2230 0.47 0.74 0.02 -0.258
C 1.1636 1.5907 -2.7697 -1.02 -0.44 0.23 -0.212
C 0.9882 0.4516 -3.7843 -0.40 1.54 -0.24 -0.205
C 0.2529 1.0282 -5.0465 -0.19 -1.08 0.77 -0.234
C -1.1709 0.4378 -5.1357 0.37 0.16 -0.54 -0.106
O 0.5689 1.3388 1.7416 -1.24 -0.70 0.33 -0.289
Si 0.2062 0.7255 3.2708 0.95 0.17 0.93 0.439
C 0.9423 1.9471 4.4967 -0.45 -0.23 -0.39 -0.273
C 0.1624 2.1227 5.8122 1.05 -0.25 -0.05 -0.738
C -0.7345 0.9761 6.2259 -0.37 0.52 0.71 -0.176
Cl 1.4159 2.2862 7.1443 -0.09 0.19 0.04 0.552
N 0.8569 -0.8414 3.5917 -0.52 0.50 -0.59 -0.092
C 0.3596 -1.9176 2.7114 0.89 -0.45 0.21 -0.283
C 0.5565 -3.3170 3.3162 0.51 -0.01 -0.29 -0.229
C 1.7846 -4.0559 2.7302 -0.08 0.26 0.17 -0.104
P -2.6506 1.5741 1.0366 -0.64 -0.12 -0.46 0.368
O -3.4101 1.9719 -0.1583 0.17 0.03 -0.34 -0.304
O -2.7166 2.6760 2.2101 0.11 -0.42 0.23 -0.161
O -3.3060 0.2571 1.6874 0.26 0.27 0.59 -0.174
H -2.1408 -0.8250 -1.4075 -0.81 0.18 1.12 0.067
H -1.3421 -2.3159 -0.6079 0.37 -0.23 -1.23 0.054
H 0.7059 -0.8541 -0.4302 -0.11 -0.73 1.31 0.074
H -0.7328 3.3890 -0.5571 0.04 0.09 -0.07 0.071
H 0.9427 2.8484 -0.5560 0.04 0.10 0.01 0.077
H -0.9737 1.2992 -2.3559 -0.04 -0.09 0.12 0.080
H -0.5364 2.9319 -2.7973 -0.16 -0.13 -0.20 0.108
H 1.6099 2.4566 -3.2561 0.49 -0.10 0.12 0.109
H 1.7505 1.2801 -1.9020 0.33 -0.03 -0.15 0.098
H 1.9572 0.0213 -4.0170 -0.07 -0.22 -0.13 0.091
H 0.2891 -0.2570 -3.3439 0.43 -0.45 0.15 0.074
H 0.8029 0.7798 -5.9486 0.06 0.09 -0.06 0.085
H 0.1938 2.1105 -4.9560 0.12 0.09 -0.23 0.096
H -1.8965 1.0406 -4.5912 -0.07 -0.01 0.03 0.067
H -1.4612 0.3637 -6.1847 -0.24 0.13 0.24 0.030
H -1.1845 -0.5718 -4.7231 -0.06 -0.06 0.00 0.064
H -1.2419 0.6265 3.5012 -0.16 -0.05 -0.51 0.029
H 1.9568 1.6146 4.7154 0.07 -0.02 -0.05 0.058
H 1.0275 2.8939 3.9600 0.11 0.15 0.18 0.077
H -0.3453 3.0767 5.8027 -0.20 -0.13 0.14 0.052
H -1.6610 0.9725 5.6540 0.10 -0.21 -0.26 0.060
H -0.2270 0.0151 6.2088 0.01 -0.06 -0.30 0.074
H -1.0408 1.1557 7.2569 -0.02 -0.05 0.04 0.068
H 1.8705 -0.8269 3.5998 0.04 -0.20 0.20 0.090
H 0.9686 -1.9055 1.8033 -0.37 0.07 -0.32 0.081
H -0.6787 -1.7403 2.4290 -0.08 0.16 0.17 0.098
H -0.3166 -3.9386 3.1522 -0.15 0.08 0.08 0.072
H 0.7281 -3.2183 4.3873 -0.38 0.10 0.11 0.099
H 2.2795 -3.4794 1.9486 -0.05 0.06 -0.06 0.053
H 2.5337 -4.2245 3.5019 0.01 -0.27 0.00 0.064
H 1.4821 -4.9912 2.2714 0.17 -0.16 0.09 0.059
H -1.8420 3.0568 2.3549 0.04 0.17 0.15 0.059
H -3.6142 -0.2899 0.9572 -0.23 -0.13 -0.06 0.067
O 3.2252 1.5434 -5.6926 0.21 0.10 -0.10 -0.047
H 4.0045 2.0983 -5.5931 -0.01 0.02 0.07 0.041
H 3.3962 1.0539 -6.5066 -0.02 -0.17 -0.05 0.012
O -2.2085 3.9546 5.1599 -0.19 0.04 -0.27 -0.046
H -2.7138 3.3501 4.6015 -0.04 -0.02 0.05 0.029
H -2.6099 4.8144 4.9974 0.01 0.03 0.05 0.051
O -2.1149 0.0739 -8.2572 -0.11 -0.03 -0.24 -0.058
H -2.9224 -0.4249 -8.0989 0.01 -0.02 0.04 0.041
H -2.3517 0.7021 -8.9464 0.04 0.02 -0.01 0.040
O 1.2084 -4.2837 -0.3781 -0.13 0.04 -0.11 -0.046
H 0.6875 -4.8387 -0.9669 0.04 -0.04 -0.02 0.043
H 0.8444 -3.4009 -0.5039 0.04 0.03 0.01 0.010
O -1.0422 -5.8519 4.2447 -0.12 -0.14 0.06 -0.055
H -1.2477 -5.3489 5.0389 0.04 0.05 0.00 0.041
H -1.6049 -6.6304 4.3005 0.02 -0.03 -0.01 0.038
O 4.0587 -0.5730 -8.0698 0.02 0.06 0.02 -0.045
H 3.9181 -1.5180 -7.9594 -0.06 0.00 0.06 0.043
H 4.8023 -0.5062 -8.6760 0.00 0.04 -0.01 0.041
```
Forces are in eV/Å.

Computed properties:
Highest occupied orbital energy ... -0.337 Ha
Multiplicity ... 1
Gap between HOMO and LUMO ... 9.2256 eV
LUMO energy ... 0.0016 Eh
E_tot ... -2748.2588 Eh

---

(2)
Formula: C2H4Cl2OS
Source: the OMol25 dataset
Level of theory: ωB97M-V/def2-TZVPD

XYZ file:
```
10
Properties=species:S:1:pos:R:3:forces:R:3:nbo_charge:R:1
C 1.2774 0.0215 0.1449 0.55 -0.85 -2.74 -0.677
C -0.0752 -0.5476 -0.1319 -1.82 -1.05 -0.68 -0.362
O -0.8556 1.9896 -0.0295 0.01 0.85 0.25 -0.911
S -1.3761 0.7484 0.5053 0.64 -0.65 -1.33 1.281
Cl -0.5225 -1.8870 0.9647 0.16 -0.51 -0.04 -0.055
Cl -2.9981 0.2639 -0.7251 0.20 -0.32 0.14 -0.255
H 1.9699 -0.2312 -0.7316 -1.00 0.80 1.03 0.233
H 1.7194 -0.4827 0.9487 0.52 -0.18 1.57 0.237
H 1.0931 1.0683 0.2539 0.87 0.83 0.16 0.253
H -0.2323 -0.9430 -1.1994 -0.14 1.06 1.63 0.256
```
Forces are in eV/Å.

Computed properties:
Highest occupied orbital energy ... -0.372 Ha
Multiplicity ... 1
Gap between HOMO and LUMO ... 9.9672 eV
LUMO energy ... -0.0056 Eh
Relative energy (zero: lowest compared OMol25 entry of this formula, charge and spin) ... 6.2 kJ/mol
E_tot ... -1472.3773 Eh

---

(3)
Formula: C24H36N4O2S
Source: the OMol25 dataset
Level of theory: ωB97M-V/def2-TZVPD

XYZ file:
```
67
Properties=species:S:1:pos:R:3:forces:R:3:nbo_charge:R:1
C 6.6653 -3.8763 3.9817 -0.02 -0.10 0.14 -0.251
H 6.0561 -4.7585 3.7576 0.01 0.03 0.01 0.174
O 6.8037 -3.0442 2.8579 0.02 0.17 -0.22 -0.494
C 5.6777 -2.4987 2.3107 -0.09 0.05 -0.05 0.298
C 4.3917 -2.7031 2.7927 0.28 -0.17 0.17 -0.350
C 3.3474 -2.0830 2.1319 -0.05 0.33 -0.42 -0.118
C 3.5448 -1.2627 1.0048 0.21 -0.62 0.77 0.077
C 4.8416 -1.0723 0.5389 -0.08 -0.06 0.09 -0.184
C 5.8876 -1.6857 1.1889 0.10 -0.11 0.14 -0.257
H 6.9022 -1.5555 0.8481 0.13 0.02 -0.04 0.224
H 5.0074 -0.4488 -0.3244 0.04 0.08 -0.11 0.224
N 2.4077 -0.7265 0.4714 -0.36 0.46 -0.72 -0.522
C 1.3546 -1.0780 1.1126 0.50 -0.40 0.75 0.324
N 0.1128 -0.6348 0.8473 -0.46 0.26 -0.04 -0.438
C -1.0593 -1.2491 1.4232 -0.10 -0.39 0.04 -0.204
H -0.8015 -1.6874 2.3886 -0.10 0.11 0.01 0.216
C -1.6312 -2.3068 0.4774 -0.12 0.25 0.05 -0.415
C -1.9403 -1.6686 -0.8754 0.24 -0.25 0.05 -0.381
C -0.6824 -0.9997 -1.4417 -0.07 0.12 -0.11 -0.329
C -0.9641 -0.3601 -2.8029 0.07 -0.29 0.49 0.695
O -0.4469 -0.7616 -3.8259 0.24 -0.20 -0.38 -0.632
N -1.8527 0.6462 -2.7678 -0.17 0.27 0.04 -0.675
H -2.2253 1.0321 -1.9043 0.14 -0.14 0.04 0.438
C -2.2355 1.4123 -3.9311 0.13 0.09 -0.19 -0.224
C -2.2756 2.8983 -3.5871 -0.27 -0.17 0.06 -0.400
H -1.2979 3.1957 -3.2121 0.06 0.06 -0.03 0.207
H -2.4718 3.4652 -4.4992 0.03 0.05 -0.04 0.212
C -3.3743 3.2543 -2.5720 0.29 0.15 -0.26 -0.233
N -3.2423 2.5495 -1.2961 -0.04 -0.13 0.25 -0.500
C -2.6037 3.3191 -0.2222 0.23 0.40 0.11 -0.029
C -1.2359 3.8680 -0.6168 -0.23 -0.21 0.14 -0.619
H -0.6074 3.0835 -1.0295 0.11 -0.05 -0.07 0.217
H -1.3249 4.6718 -1.3424 0.02 0.10 -0.12 0.205
H -0.7450 4.2665 0.2680 0.05 0.07 0.06 0.220
C -3.5093 4.4399 0.3137 -0.03 -0.36 0.13 -0.412
C -4.8374 3.8656 0.8001 -0.06 0.18 -0.22 -0.400
C -5.4746 3.0188 -0.2984 0.28 -0.18 0.29 -0.412
H -5.7572 3.6553 -1.1398 -0.07 0.00 -0.11 0.196
H -6.3780 2.5345 0.0756 -0.08 -0.01 -0.06 0.211
C -4.4789 1.9525 -0.7771 -0.49 -0.04 -0.08 -0.028
C -5.1396 0.9764 -1.7498 0.18 0.16 0.20 -0.625
H -4.4046 0.3142 -2.1979 0.06 -0.13 -0.09 0.222
H -5.6757 1.4922 -2.5425 -0.07 0.03 -0.10 0.204
H -5.8613 0.3718 -1.2055 -0.08 -0.06 0.02 0.220
H -4.1670 1.3709 0.1034 -0.02 0.06 -0.04 0.188
H -5.5111 4.6724 1.0957 0.00 -0.03 0.09 0.210
H -4.6601 3.2398 1.6790 -0.02 0.00 0.07 0.193
H -3.6937 5.1733 -0.4742 0.05 0.08 -0.04 0.195
H -3.0001 4.9534 1.1305 0.06 0.07 -0.02 0.213
H -2.4481 2.6023 0.5982 -0.03 0.05 -0.05 0.189
H -4.3333 2.9968 -3.0219 -0.04 0.07 0.02 0.202
H -3.3682 4.3420 -2.4319 -0.13 -0.03 0.01 0.188
H -3.2204 1.0840 -4.2870 0.04 0.03 -0.09 0.179
H -1.5049 1.2104 -4.7190 -0.15 0.01 0.06 0.236
H 0.0836 -1.7633 -1.6100 -0.04 0.10 -0.05 0.235
C -0.1347 0.0120 -0.4256 0.17 0.02 -0.30 -0.206
H 0.8062 0.4373 -0.7748 -0.14 0.07 0.01 0.253
H -0.8600 0.8124 -0.2506 0.00 0.06 -0.04 0.187
H -2.2997 -2.4253 -1.5748 -0.08 0.05 -0.04 0.222
H -2.7297 -0.9235 -0.7485 -0.10 0.05 -0.02 0.190
H -2.5343 -2.7384 0.9109 -0.01 -0.06 0.03 0.212
H -0.8975 -3.1053 0.3515 0.02 -0.07 0.03 0.209
H -1.8020 -0.4598 1.5879 0.01 -0.05 0.08 0.193
S 1.6477 -2.1661 2.5110 0.05 0.26 -0.41 0.267
H 4.1881 -3.3217 3.6514 0.08 -0.09 0.10 0.222
H 7.6745 -4.1933 4.2404 -0.09 -0.01 0.03 0.200
H 6.2272 -3.3393 4.8299 0.00 -0.02 -0.03 0.173
```
Forces are in eV/Å.

Computed properties:
Highest occupied orbital energy ... -0.270 Ha
Multiplicity ... 1
Structure (SMILES) ... COc1ccc2nc(N3CCC[C@@H](C(=O)NCCCN4[C@H](C)CCC[C@@H]4C)C3)sc2c1
Gap between HOMO and LUMO ... 7.9077 eV
LUMO energy ... 0.0209 Eh
Relative energy (zero: lowest compared OMol25 entry of this formula, charge and spin) ... 0.0 kJ/mol
E_tot ... -1703.8616 Eh

---

- Which formula does entry 1 have?
  C14H45ClNO10PSi2

---

- The highest highest occupied orbital energy belongs to which entry?
  C24H36N4O2S